# CH10N2O4

A 4-piece molecular cluster, CH10N2O4 overall at a distorted geometry (ωB97M-V/def2-TZVPD, the Open Molecules 2025 dataset).

XYZ file:
```
17
Properties=species:S:1:pos:R:3:forces:R:3:lowdin_charge:R:1
N -1.141736 1.149826 1.674571 0.4 -0.2 -7.2 0.159
C -1.406150 1.245072 2.906310 -5.0 4.2 4.0 -0.816
N -0.491831 0.672431 3.572324 4.6 -3.3 3.8 0.167
O -2.333529 1.897320 3.416107 0.4 -0.5 -0.6 0.016
H -0.523586 0.394803 1.413936 -0.5 0.4 -0.8 0.100
H -1.621422 1.727543 0.999118 -0.1 -0.5 0.1 0.134
H -0.404376 0.700224 4.578157 -0.2 0.0 -0.4 0.135
H 0.278774 0.367997 2.994754 0.3 -0.1 1.2 0.111
O 0.296826 0.103347 -1.173611 0.0 -0.2 -0.1 -0.030
H -0.117897 0.874173 -0.786231 -0.1 0.3 -0.1 0.030
H 1.084667 -0.034988 -0.647877 0.3 -0.1 0.2 0.045
O 0.033299 -2.468125 -3.491121 0.0 0.0 -0.2 -0.055
H 0.116299 -2.331456 -2.547377 0.0 0.2 0.2 0.010
H -0.401982 -3.316653 -3.573369 -0.2 -0.2 -0.1 0.028
O 2.143957 -0.383692 -3.492538 0.3 0.1 -0.2 -0.049
H 1.601520 0.097078 -2.867353 -0.4 0.1 0.1 -0.012
H 2.887168 -0.694901 -2.975799 0.2 -0.1 0.0 0.028
```
Forces are in eV/Å.

Summary:
2S+1 ... 1
Relative energy (zero: lowest compared OMol25 entry of this formula, charge and spin) ... 47.9 kcal/mol
HOMO-LUMO gap ... 0.35553 hartree
Net charge ... 0

# C4H10N4

A 2-piece molecular cluster, C4H10N4 overall at a distorted geometry (ωB97M-V/def2-TZVPD, the Open Molecules 2025 dataset).

XYZ file:
```
18
Properties=species:S:1:pos:R:3:forces:R:3:lowdin_charge:R:1
H 0.868533 1.923552 -1.798232 -0.4 -0.2 0.5 0.053
N 1.507959 1.809023 -0.969026 0.9 0.4 -1.3 0.056
N 1.004419 1.430290 0.059691 0.3 -0.2 1.2 -0.051
C -0.434549 1.198886 0.210535 -1.0 0.5 -0.3 -0.450
N -1.233007 1.006065 -0.970770 0.1 0.1 -0.1 0.048
C -0.661642 0.080524 1.190497 0.0 0.2 -0.1 -0.174
C 0.192982 -0.272911 2.130620 0.0 0.0 0.2 -0.008
H -0.766711 2.136916 0.696111 0.1 -0.2 -0.1 0.150
H -1.059347 0.091434 -1.384634 -0.1 0.1 0.0 0.030
H -1.089680 1.731997 -1.664073 -0.2 -0.1 0.1 0.058
H -1.622392 -0.400123 1.071861 -0.1 -0.1 0.1 0.105
H 1.142280 0.221343 2.238883 0.2 0.1 0.0 0.054
H -0.026277 -1.069242 2.821226 -0.1 -0.2 0.1 0.058
C 0.356361 -2.158505 -0.383072 0.4 -0.4 0.2 -0.144
N 0.052895 -1.625730 -1.475553 -0.2 0.2 -0.9 0.015
H -0.441382 -2.576276 0.213442 -0.2 -0.1 0.2 0.064
H 1.365123 -2.262294 0.023307 0.0 0.1 -0.1 0.080
H 0.844436 -1.264947 -2.010813 0.1 -0.1 0.3 0.055
```
Forces are in eV/Å.

Summary:
2S+1 ... 1
Relative energy (zero: lowest compared OMol25 entry of this formula, charge and spin) ... 79.6 kcal/mol
HOMO-LUMO gap ... 0.35752 hartree
Net charge ... 0

# C29H32IrN8S

C29H32IrN8S as an isolated structure (ωB97M-V/def2-TZVPD, the Open Molecules 2025 dataset).

XYZ file:
```
71
Properties=species:S:1:pos:R:3:forces:R:3:lowdin_charge:R:1
Ir -0.307368 -0.513466 -0.112643 -0.2 0.5 -0.4 1.421
C -1.233604 1.313080 -2.400441 -0.2 0.0 0.0 -0.143
C -2.523324 1.669715 -1.688774 0.1 -0.1 0.1 -0.077
C -2.452906 1.787544 -0.184251 -0.1 -0.2 -0.2 -0.227
C -3.164928 2.807576 0.433268 -0.1 0.0 0.0 0.027
C -3.324407 2.832399 1.807561 0.0 0.0 0.0 0.019
C -2.774854 1.797084 2.551575 0.0 0.0 0.0 -0.002
C -2.050404 0.834795 1.887446 -0.1 -0.1 0.0 -0.123
N -1.851483 0.825542 0.550594 0.5 -0.1 0.8 -0.039
N -0.788734 -0.082243 -2.122064 0.0 0.0 0.2 -0.249
C 0.518178 -0.312687 -2.825829 0.0 0.1 0.0 -0.091
C 1.103775 -1.623994 -2.394234 -0.1 0.0 0.0 -0.246
C 1.804166 -2.470946 -3.228743 0.0 0.1 0.0 0.043
C 2.273473 -3.675709 -2.721594 0.0 0.0 0.0 0.029
C 1.997038 -3.997867 -1.400239 0.0 0.0 0.0 0.015
C 1.296851 -3.101456 -0.617585 -0.1 0.0 -0.1 -0.085
N 0.872884 -1.920468 -1.098901 0.4 0.2 0.0 -0.061
C -1.801897 -1.063249 -2.641293 0.1 -0.1 -0.2 -0.061
C -2.344047 -1.963418 -1.575705 0.0 0.1 0.0 -0.216
C -3.383408 -2.838207 -1.836655 0.0 0.0 0.0 0.041
C -3.818449 -3.693851 -0.839842 0.0 0.0 0.0 0.031
C -3.200632 -3.640199 0.403644 0.0 0.0 0.0 0.015
C -2.184963 -2.734008 0.603127 0.0 0.0 0.0 -0.070
N -1.755228 -1.906556 -0.368733 0.1 -0.3 -0.1 -0.057
H -0.446607 1.982926 -2.076715 0.1 0.1 0.0 0.098
H -1.331182 1.438325 -3.482317 -0.1 -0.1 0.0 0.156
H -3.305745 0.938085 -1.908790 0.0 0.0 0.0 0.135
H -2.889694 2.608794 -2.101107 0.0 0.0 0.0 0.143
H -3.630088 3.563308 -0.185589 0.0 0.0 0.0 0.139
H -3.894001 3.621003 2.281964 0.0 0.0 0.0 0.141
H -2.906058 1.732315 3.622694 0.0 0.0 0.0 0.134
H -1.613786 0.010574 2.435743 0.0 0.1 0.0 0.085
H 1.189824 0.501427 -2.547606 0.0 0.0 -0.1 0.116
H 0.370369 -0.259436 -3.906280 0.0 0.0 0.0 0.157
H 1.976454 -2.192096 -4.260149 0.0 0.0 0.0 0.144
H 2.824630 -4.359412 -3.354165 0.0 0.0 0.0 0.144
H 2.314187 -4.939616 -0.973902 0.0 0.0 0.0 0.138
H 1.054531 -3.331215 0.409585 0.0 0.0 0.0 0.122
H -1.333674 -1.676406 -3.414553 0.0 0.0 0.0 0.154
H -2.612087 -0.530663 -3.136209 0.0 0.0 0.0 0.144
H -3.845351 -2.844710 -2.815751 0.0 0.0 0.0 0.148
H -4.625985 -4.389790 -1.026485 0.0 0.0 0.0 0.145
H -3.501971 -4.290993 1.212529 0.0 0.0 0.0 0.139
H -1.692712 -2.653419 1.555190 0.0 -0.1 0.0 0.086
N 3.313421 5.856901 1.099481 0.0 0.0 0.1 0.207
C 3.091710 4.839436 1.880530 0.1 0.1 0.2 -0.614
S 3.685232 4.840560 3.480572 -0.1 -0.1 -0.3 1.089
C 2.320650 3.655718 1.377884 0.0 -0.1 0.1 -0.178
C 2.146333 3.401947 0.024214 0.0 0.0 -0.1 0.049
C 1.436123 2.277735 -0.364841 0.1 -0.1 0.0 -0.078
N 0.893827 1.389164 0.482562 0.5 -0.2 -0.4 -0.005
C 1.068806 1.646460 1.790134 -0.3 0.1 0.0 -0.088
C 1.757832 2.749250 2.269313 0.0 0.1 0.0 0.022
H 3.850207 6.659272 1.417368 0.0 0.0 -0.1 0.163
H 2.959007 5.911152 0.153322 -0.1 0.0 0.0 0.150
H 2.565586 4.021130 -0.757882 0.0 0.0 0.0 0.138
H 1.333696 2.084096 -1.418704 0.0 0.0 0.0 0.093
H 0.610101 0.970093 2.494221 0.0 -0.1 0.0 0.109
H 1.827721 2.890385 3.340807 -0.1 0.0 0.0 0.118
C 3.142935 -0.773554 0.776377 0.0 0.1 0.0 0.015
C 2.097853 -1.171238 1.762286 0.0 -0.2 -0.1 -0.381
N 0.769467 -1.219503 1.621848 -0.8 0.2 0.4 -0.096
C 0.264388 -1.718933 2.818869 0.1 0.1 0.0 -0.124
C 1.286010 -1.965845 3.671714 0.0 0.0 0.0 -0.006
N 2.420193 -1.613682 2.989514 0.0 0.0 -0.1 0.153
H 2.703669 -0.525536 -0.183496 0.0 0.0 0.0 0.054
H 3.849289 -1.591546 0.626200 0.0 0.0 0.0 0.112
H 3.710353 0.086490 1.137290 0.0 0.0 0.0 0.100
H -0.782975 -1.870458 2.997799 0.0 0.0 0.1 0.097
H 1.306529 -2.353148 4.676424 0.0 0.0 0.0 0.148
H 3.365253 -1.734760 3.328420 0.0 0.0 0.0 0.192
```
Forces are in eV/Å.

Summary:
2S+1 ... 2
Relative energy (zero: lowest compared OMol25 entry of this formula, charge and spin) ... 13.6 kcal/mol
HOMO-LUMO gap (alpha / beta) ... 0.27775 / 0.21503 hartree
Net charge ... +4

# C16H20N2O2S

One molecule with the formula C16H20N2O2S at a distorted geometry (ωB97M-V/def2-TZVPD, the Open Molecules 2025 dataset).

XYZ file:
```
41
Properties=species:S:1:pos:R:3:forces:R:3:lowdin_charge:R:1
C 2.554165 4.191412 3.596260 0.0 0.0 0.2 -0.096
O 2.324219 3.940473 2.232481 -0.1 -0.1 -0.3 -0.089
C 1.790399 2.736588 1.874212 0.0 -0.1 -0.1 -0.279
C 1.584635 2.544077 0.507535 0.1 0.2 0.1 0.005
C 1.051554 1.363144 0.039440 0.0 0.0 0.2 -0.026
C 0.707040 0.335791 0.913901 -0.1 -0.1 0.2 -0.225
C 0.134115 -0.960743 0.400283 0.0 0.1 -0.2 -0.255
C -1.105363 -0.686702 -0.466113 0.4 -0.2 0.4 -0.076
C -2.154062 -1.749551 -0.315690 -0.1 0.2 -0.2 -0.449
O -2.209833 -2.567445 0.570342 0.1 -0.1 0.2 0.089
N -3.161171 -1.759851 -1.272312 -0.4 -0.7 0.3 0.103
C -3.367931 -0.955430 -2.351493 -0.8 0.2 -0.9 -0.612
N -2.646661 0.036214 -2.737854 0.5 -0.1 0.6 0.041
C -3.145607 0.616830 -3.857425 -0.6 0.0 -0.5 -0.241
C -4.279204 0.067279 -4.352350 0.1 0.0 0.1 -0.413
S -4.777972 -1.265909 -3.375577 0.6 0.3 0.3 1.025
C 1.205412 -1.757818 -0.373059 0.0 -0.2 0.3 -0.382
C 2.400049 -2.045906 0.534477 -0.1 0.2 -0.3 -0.061
C 0.645259 -3.070434 -0.915432 0.1 0.2 0.0 -0.061
C 0.911096 0.538034 2.269383 -0.1 0.0 -0.2 -0.027
C 1.446190 1.720056 2.755629 0.2 0.3 0.2 -0.017
H 1.623924 4.164490 4.173553 0.0 0.0 0.0 0.095
H 3.266660 3.477572 4.022985 0.0 0.0 0.0 0.095
H 2.977672 5.193510 3.644977 0.0 -0.1 0.1 0.092
H 1.853095 3.341792 -0.167132 0.0 0.1 -0.1 0.117
H 0.898468 1.239564 -1.022008 0.0 0.0 -0.2 0.118
H -0.185194 -1.567221 1.254078 0.1 0.0 0.0 0.139
H -0.845104 -0.575113 -1.517736 0.0 0.1 0.1 0.107
H -1.572073 0.254410 -0.160803 0.0 0.0 -0.1 0.142
H -3.855868 -2.483275 -1.121904 0.2 0.1 0.1 0.144
H -2.623205 1.458776 -4.272538 0.0 0.2 -0.2 0.104
H -4.848765 0.351940 -5.212314 -0.1 0.1 -0.2 0.056
H 1.550548 -1.146216 -1.214652 0.0 0.1 0.0 0.138
H 2.832074 -1.121583 0.910185 0.1 0.0 0.1 0.075
H 2.090101 -2.652606 1.382462 0.0 -0.1 0.1 0.088
H 3.168658 -2.587932 -0.011912 0.1 -0.1 0.0 0.077
H 1.440903 -3.654586 -1.373380 0.0 -0.1 -0.1 0.079
H 0.206482 -3.655037 -0.110525 -0.1 -0.1 0.1 0.086
H -0.120477 -2.898162 -1.668177 -0.1 -0.1 -0.1 0.074
H 0.648610 -0.242573 2.968914 0.0 -0.1 0.1 0.118
H 1.587163 1.832140 3.819287 0.0 0.1 0.1 0.101
```
Forces are in eV/Å.

Summary:
2S+1 ... 1
Relative energy (zero: lowest compared OMol25 entry of this formula, charge and spin) ... 32.1 kcal/mol
HOMO-LUMO gap ... 0.32505 hartree
Net charge ... 0

# C3H4S

One molecule with the formula C3H4S at a distorted geometry (ωB97M-V/def2-TZVPD, the Open Molecules 2025 dataset).

XYZ file:
```
8
Properties=species:S:1:pos:R:3:forces:R:3:lowdin_charge:R:1
C 0.277133 0.152608 0.549173 -2.6 0.5 4.3 -0.178
C -0.723445 0.639948 -0.410320 -1.3 -2.1 2.0 -0.530
S -2.333251 -0.043849 0.071740 1.9 0.1 0.6 0.799
C -0.617765 -0.820185 -0.091644 -2.1 1.9 0.0 -0.420
H 0.114324 0.374586 1.694494 0.5 -0.5 -2.3 0.140
H 1.238010 0.208321 0.191151 2.3 0.0 -0.6 0.074
H -0.513405 1.105072 -1.275322 0.4 1.4 -2.9 0.054
H -0.626710 -1.591175 -0.781155 0.8 -1.3 -1.1 0.060
```
Forces are in eV/Å.

Summary:
2S+1 ... 1
Relative energy (zero: lowest compared OMol25 entry of this formula, charge and spin) ... 34.6 kcal/mol
HOMO-LUMO gap ... 0.34550 hartree
Net charge ... 0

# C4H8O2

One molecule with the formula C4H8O2 at a distorted geometry (ωB97M-V/def2-TZVPD, the Open Molecules 2025 dataset).

XYZ file:
```
14
Properties=species:S:1:pos:R:3:forces:R:3:lowdin_charge:R:1
C 1.338731 1.045630 1.102017 0.1 0.0 0.0 0.003
C 0.368048 -0.028757 0.746608 0.3 -0.4 0.2 -0.387
O 0.213670 -1.007665 1.459542 0.5 0.3 -0.3 0.073
C -0.637229 0.138724 -0.397522 0.2 0.0 0.0 -0.384
C -0.522844 -0.882312 -1.526464 0.1 -0.1 0.0 -0.035
O -1.823900 -0.086496 0.341240 -0.2 -0.6 0.1 -0.044
H 2.137143 1.090786 0.355091 0.0 0.1 0.1 0.095
H 1.746845 0.814851 2.087153 0.1 0.1 -0.2 0.090
H 0.825556 2.015510 1.118051 0.1 -0.2 -0.1 0.097
H -0.604257 1.156177 -0.813499 -0.2 -0.2 0.3 0.145
H 0.386320 -0.780436 -2.128907 -0.1 0.1 0.1 0.082
H -1.389924 -0.773818 -2.186992 0.2 0.0 0.1 0.086
H -0.549514 -1.886298 -1.095119 0.0 0.0 -0.1 0.085
H -1.488645 -0.815896 0.938803 -1.1 0.7 -0.5 0.096
```
Forces are in eV/Å.

Summary:
2S+1 ... 1
Relative energy (zero: lowest compared OMol25 entry of this formula, charge and spin) ... 25.3 kcal/mol
HOMO-LUMO gap ... 0.39744 hartree
Net charge ... 0

# C15H40N5O9S

A 6-piece molecular cluster, C15H40N5O9S overall at a distorted geometry (ωB97M-V/def2-TZVPD, the Open Molecules 2025 dataset).

XYZ file:
```
70
Properties=species:S:1:pos:R:3:forces:R:3:lowdin_charge:R:1
S -0.043593 0.059056 0.327767 1.7 -0.8 -1.5 0.386
O -0.491832 -1.312489 0.091181 0.1 0.6 0.6 -0.259
O 0.710873 0.605080 -0.816187 -0.2 -1.0 1.6 -0.311
O -1.220588 0.859613 0.607250 -0.8 1.2 0.9 -0.101
O 0.787289 0.054456 1.549462 0.1 0.3 -0.5 -0.123
C 2.312933 -2.128734 -0.944766 0.5 0.4 -0.4 0.028
C 1.622941 -2.957220 -1.980656 1.7 -1.2 -2.7 -0.315
O 2.093710 -3.624764 -2.888539 -2.3 2.3 3.3 0.216
N 0.065827 -2.714454 -1.909597 0.8 -3.6 -0.3 0.091
H -0.223202 -1.994784 -1.262572 0.3 0.6 -0.2 0.032
H -0.339773 -2.661879 -2.833087 0.2 0.2 -0.6 0.167
C -0.548256 -3.999870 -1.290701 -1.2 0.6 -0.2 0.055
H 2.246895 -1.117583 -1.346398 -0.1 0.2 -0.3 0.056
H 3.388799 -2.297939 -0.900349 -0.2 -0.6 0.2 0.124
H 1.841661 -2.055831 0.035376 0.1 -0.7 -0.1 0.088
H -0.127532 -4.928022 -1.677521 0.3 0.3 0.1 0.129
H -1.598572 -3.949971 -1.577819 0.0 -0.3 -0.3 0.081
H -0.595551 -3.925488 -0.204273 0.8 -0.1 0.0 0.107
C 1.256534 0.353125 -4.177257 -0.9 1.9 1.3 0.054
C 0.393807 1.631082 -3.999224 1.3 1.9 -4.2 -0.308
O 0.351289 2.443802 -4.915223 -0.7 -2.0 4.0 0.192
N -0.491894 1.782445 -2.712492 0.4 1.3 -1.9 0.074
H -1.183741 1.065199 -2.876835 -1.2 0.4 -0.2 0.163
H 0.011686 1.394281 -1.927738 0.6 0.3 0.4 0.027
C -0.938749 3.247781 -2.505298 0.0 -1.0 -0.3 0.065
H 1.874287 0.209606 -3.290752 -0.2 -0.5 0.2 0.061
H 1.943613 0.592877 -4.988761 -0.5 -0.5 -0.3 0.121
H 0.481355 -0.397427 -4.331750 0.7 -0.6 -0.4 0.096
H -0.027493 3.843996 -2.552623 -0.2 0.0 -0.3 0.115
H -1.384414 3.382923 -1.519787 -0.1 -0.3 -0.1 0.095
H -1.640866 3.467270 -3.309630 0.2 0.3 0.2 0.119
C 3.627454 1.067098 2.720033 0.2 0.7 -0.3 0.048
C 3.700448 0.435640 1.375633 1.8 -2.0 1.6 -0.406
O 4.244981 -0.633744 1.187128 -1.8 2.4 -0.9 0.184
N 3.169222 1.247801 0.231438 1.6 -0.7 -1.0 0.092
H 2.404451 0.718057 -0.161769 0.1 -0.6 -0.9 0.061
H 2.646671 2.081980 0.457670 0.7 0.8 0.7 0.160
C 4.317711 1.463430 -0.842379 -1.8 1.0 -0.1 0.104
H 4.494783 0.683179 3.257098 -0.4 -0.1 0.4 0.130
H 2.667508 0.888014 3.204340 0.2 -0.4 0.2 0.079
H 3.701586 2.153262 2.666794 0.2 0.1 -0.1 0.109
H 3.871922 2.210111 -1.499522 -0.1 -0.3 -0.4 0.099
H 4.467018 0.508224 -1.345738 0.4 0.2 0.3 0.108
H 5.179937 2.011047 -0.461872 0.1 -0.8 0.7 0.126
C -0.117071 3.440401 2.958475 -0.7 -0.1 1.7 0.052
C 0.089006 2.325643 3.960133 1.4 0.5 -0.4 -0.377
O 0.793979 2.361473 4.906191 -0.5 -0.3 0.0 0.228
N -0.510858 0.935421 3.617499 -0.7 1.4 2.1 0.085
H -0.038492 0.565977 2.804800 -0.4 -0.2 -0.3 0.050
H -0.209072 0.382915 4.407275 0.4 -0.5 0.5 0.179
C -2.005706 0.957696 3.697367 -0.3 -0.6 -0.9 0.035
H 0.371012 3.188630 2.016939 -0.4 0.3 -0.1 0.083
H 0.264736 4.332743 3.454513 0.7 -0.1 -0.3 0.121
H -1.177435 3.692809 2.952852 -0.2 -0.3 -0.9 0.108
H -2.297271 1.469995 4.614240 0.0 0.0 -0.1 0.136
H -2.362082 -0.072346 3.707164 0.0 0.0 0.2 0.108
H -2.421040 1.416113 2.799889 0.1 0.3 0.3 0.086
C -4.219580 -3.733834 0.234416 0.2 -0.5 -0.3 0.047
C -3.602471 -2.554041 0.857502 -0.2 -1.4 4.1 -0.371
O -3.480883 -2.442408 2.075821 0.3 1.0 -4.0 0.167
N -3.109734 -1.443824 -0.051732 -2.5 1.6 0.7 0.117
H -2.131663 -1.298027 0.153729 0.4 0.2 0.6 0.055
H -3.137420 -1.635057 -1.043081 -0.6 -0.6 -0.3 0.167
C -3.972774 -0.177051 0.205883 0.1 1.3 -0.6 0.049
H -5.273929 -3.530519 0.047026 -0.2 0.0 -0.2 0.133
H -4.161356 -4.554379 0.949548 -0.1 0.1 0.1 0.128
H -3.713632 -4.063863 -0.672882 -0.2 0.2 -0.2 0.086
H -4.771844 0.030551 -0.505799 -0.2 -1.3 -0.3 0.120
H -3.402028 0.728085 -0.001699 0.7 -0.3 0.4 0.073
H -4.423527 -0.083341 1.193872 0.5 -0.7 0.1 0.119
```
Forces are in eV/Å.

Summary:
2S+1 ... 2
HOMO-LUMO gap (alpha / beta) ... 0.38213 / 0.14992 hartree
Net charge ... +4

> Which value of 2S+1 does entry 3 give?

2